No. 1
Entry from the OMol25 dataset: a 8-piece molecular cluster, C18H55N3O11 overall (wB97M-V/def2-TZVPD).

As for the SMILES: COCCNCCOC.COCCNCCOC.COCCNCCOC.O.O.O.O.O.

```
87
Properties=species:S:1:pos:R:3:forces:R:3:lowdin_charge:R:1
H -30.802 13.147 -1.308 0.981 -0.488 -0.140 0.08
H -27.122 16.368 3.247 0.473 -0.445 -0.506 0.11
H -20.921 12.115 -4.497 -0.086 0.140 -0.186 0.03
H -13.674 23.569 -4.499 0.522 0.465 -0.055 0.09
N -14.979 20.870 -7.841 -1.515 -0.960 -0.400 -0.05
C -25.098 15.723 3.940 -1.505 0.208 1.536 -0.24
H -13.880 23.334 -7.484 0.327 -0.682 0.503 0.13
H -31.086 11.688 -2.478 0.730 0.005 0.362 0.08
H -15.211 24.262 -4.087 -0.241 -0.304 0.196 0.08
H -17.843 9.744 -3.724 -0.233 0.263 0.038 0.02
H -25.812 17.606 -5.948 0.013 0.300 -0.374 0.11
O -24.428 16.326 2.874 0.604 -1.163 -1.168 -0.18
N -26.549 17.742 4.603 0.034 0.335 -0.652 -0.08
H -14.378 25.045 -5.309 0.357 -0.142 -0.794 0.09
H -16.713 22.136 -7.479 -0.220 -0.202 -0.125 0.12
H -30.043 15.391 -5.183 -0.511 -0.110 -0.193 0.11
H -22.916 7.150 0.369 -0.038 -0.030 0.257 0.03
C -26.646 21.895 5.386 1.870 -1.980 0.241 -0.07
H -24.081 16.750 -7.661 -0.569 0.983 0.554 0.09
H -23.686 14.721 1.542 -0.997 0.379 -0.299 0.08
O -20.463 11.604 -3.829 0.301 -0.009 0.079 -0.05
H -25.134 19.678 6.064 0.294 0.169 0.150 0.11
C -15.709 22.137 -7.905 2.068 -0.355 0.555 -0.21
H -24.593 15.949 4.879 0.554 -0.071 0.200 0.11
H -15.463 17.344 -5.120 0.479 0.413 0.171 0.09
O -15.180 23.122 -5.732 -0.369 -1.102 -2.432 -0.18
H -27.600 14.560 -5.349 -0.357 -0.123 -0.074 0.11
H -15.366 19.596 -9.441 -0.248 -0.223 -0.113 0.11
H -15.408 24.103 -7.520 0.052 0.642 0.181 0.11
O -17.398 8.916 -3.903 -0.045 -0.253 0.044 -0.06
H -26.215 10.195 -2.122 -0.035 0.022 -0.247 0.03
H -27.173 15.821 4.842 0.562 -0.600 0.275 0.12
H -16.835 16.806 -5.970 -0.501 -0.289 0.017 0.08
H -28.002 17.355 -4.705 0.479 0.355 -0.163 0.12
O -25.645 15.705 -6.671 -0.311 -0.676 -0.387 -0.16
H -27.386 17.810 6.569 -0.214 -0.727 -0.288 0.11
H -32.282 12.788 -1.948 -0.327 0.419 -0.846 0.07
H -23.521 15.805 -6.266 -0.560 0.465 0.991 0.09
H -29.614 15.841 -3.576 0.194 -0.168 0.333 0.12
H -16.848 19.751 -8.454 -0.258 1.369 -0.232 0.12
C -29.652 13.675 -3.903 0.724 0.626 0.532 -0.24
H -25.651 17.364 6.367 0.167 0.260 1.109 0.11
O -30.935 13.594 -3.381 -2.217 -0.207 1.634 -0.21
H -26.230 22.287 6.314 -1.011 -0.213 0.851 0.07
C -23.398 15.572 2.158 -0.083 0.807 0.817 -0.07
H -15.695 22.415 -8.959 -0.450 0.193 -0.038 0.12
H -24.433 7.384 -4.575 -0.192 -0.144 0.106 0.03
H -17.048 18.069 -4.711 0.082 -0.164 -0.031 0.10
C -16.412 17.703 -5.517 -0.187 -1.152 0.292 -0.12
C -26.470 17.983 6.003 -0.623 1.361 0.883 -0.24
C -26.086 16.580 -5.701 -1.825 2.088 1.864 -0.23
O -23.830 8.005 -4.984 -0.048 0.239 -0.079 -0.06
H -22.642 15.096 2.782 0.036 0.439 0.768 0.08
H -29.606 12.924 -4.692 0.604 0.145 -0.381 0.12
C -29.371 15.130 -4.366 -0.130 -0.592 -1.082 -0.20
C -26.191 19.504 6.265 0.013 1.478 -1.031 -0.17
H -25.730 22.061 4.819 -0.055 -0.271 -0.919 0.07
O -16.327 18.693 -6.457 -1.492 2.059 1.562 -0.20
H -26.447 19.843 7.269 0.282 -0.536 0.295 0.11
C -24.315 15.911 -7.005 1.655 -0.951 -1.786 -0.15
H -25.755 18.290 4.305 0.044 -0.226 -1.276 0.10
H -22.911 16.363 1.588 -0.003 -0.390 -0.261 0.09
H -25.251 14.644 3.954 0.424 -0.277 -0.788 0.12
H -28.900 13.483 -3.138 0.207 -0.389 0.098 0.12
O -26.952 20.429 5.386 -0.168 0.646 0.136 -0.23
N -27.998 15.320 -4.817 0.083 -0.460 0.816 -0.10
H -16.545 9.173 -4.253 0.214 0.021 -0.090 0.03
C -15.627 18.467 -7.591 1.846 0.258 -0.833 -0.27
H -14.730 20.635 -6.891 -0.299 0.110 0.261 0.10
H -27.422 22.529 4.957 -0.323 -0.695 0.293 0.08
C -26.508 16.334 4.147 -0.378 1.512 -0.371 -0.17
C -15.758 19.744 -8.435 0.763 -1.091 0.351 -0.18
C -31.229 12.738 -2.224 -0.117 0.999 -1.074 -0.06
C -14.558 24.039 -4.930 0.317 0.538 1.653 -0.16
C -27.685 16.591 -5.415 2.319 -1.236 -0.661 -0.18
H -14.580 18.374 -7.304 0.551 -0.567 -0.271 0.12
O -22.892 7.367 -0.563 -0.163 0.190 -0.144 -0.05
H -21.130 11.014 -3.480 -0.179 -0.176 0.118 0.03
H -15.999 17.544 -8.035 0.169 -0.063 -0.727 0.13
H -22.966 7.607 -4.877 0.248 -0.077 -0.008 0.03
H -23.971 15.145 -7.701 -0.672 -0.732 -0.055 0.08
C -14.913 23.199 -7.163 -1.754 1.247 0.308 -0.20
H -28.153 16.762 -6.384 -0.410 0.118 -0.211 0.11
H -25.310 9.758 -0.991 0.253 -0.161 0.069 0.02
H -22.240 6.771 -0.932 0.180 -0.128 -0.123 0.03
H -25.589 16.406 -4.747 0.028 -0.371 0.245 0.12
O -26.142 10.197 -1.168 -0.180 0.106 0.167 -0.05
```
Forces are in eV/Å.

---

No. 2
Entry from the OMol25 dataset: C23H39BBrClF5LiMgN2O7S as an isolated structure (wB97M-V/def2-TZVPD).

```
82
Properties=species:S:1:pos:R:3:forces:R:3:lowdin_charge:R:1
H -0.723 -2.205 -2.812 -0.011 -0.042 -0.015 0.14
Cl -2.303 -6.949 3.842 -0.136 -0.848 0.393 0.25
H 0.354 1.649 -0.045 -0.367 -0.166 -0.389 0.14
H -3.087 -2.560 2.122 0.077 -0.206 0.200 0.08
O 6.773 1.825 -4.877 0.011 0.358 0.017 -0.18
O -0.780 -0.505 -0.646 0.089 -0.544 0.405 -0.12
H -4.395 -0.852 1.459 -0.027 0.018 0.041 0.11
H 8.374 2.149 -6.153 -0.016 0.022 0.215 0.14
H -0.444 -1.874 0.857 0.164 0.114 -0.074 0.11
C 6.495 2.965 -6.888 0.218 0.281 0.129 -0.16
C -1.240 -4.724 4.377 0.513 0.879 -0.075 -0.22
F -1.638 6.785 -1.027 0.035 0.028 0.028 0.10
N -3.122 -5.136 7.552 0.497 0.244 0.035 -0.33
H 0.809 -4.171 4.168 0.007 -0.005 0.000 0.11
N -0.546 -0.153 -3.305 0.274 0.012 -0.229 0.13
C -3.998 1.848 1.155 -0.518 -0.015 -0.469 -0.05
H 2.288 0.438 2.353 -0.103 -0.123 0.119 0.07
H 3.176 0.685 -0.258 0.219 0.092 -0.040 0.10
H 6.508 2.886 -7.971 -0.209 -0.065 0.002 0.14
H 1.199 -4.032 6.611 -0.002 0.000 0.021 0.12
H -4.984 1.962 1.608 0.122 -0.142 0.369 0.08
O 5.163 2.756 -6.397 0.019 -0.029 0.187 -0.20
O -4.239 -5.464 7.070 -0.343 0.068 -0.430 -0.21
H -1.412 -4.773 3.317 -0.125 0.219 -0.009 0.07
H 2.115 -0.872 1.195 -0.036 -0.057 0.031 0.06
H -1.863 0.143 1.633 0.133 0.070 -0.211 0.13
H -2.789 -1.332 3.331 0.159 0.042 0.098 0.09
C -3.267 1.161 -1.140 0.150 0.078 -0.105 -0.08
O -2.938 -5.008 8.742 -0.222 0.048 0.004 0.11
B -2.110 5.571 -1.524 -0.060 -0.013 0.079 -1.26
H 6.823 3.966 -6.594 0.053 -0.014 -0.058 0.13
C -0.800 -4.561 7.138 0.353 0.166 0.098 0.02
H -3.808 2.797 0.658 0.250 0.151 0.080 0.07
H -2.248 1.447 -0.873 0.038 -0.018 -0.017 0.07
H -3.295 -5.240 4.912 -0.185 0.759 0.051 -0.03
C 1.840 0.165 1.400 0.366 0.086 -0.346 -0.08
H -3.221 0.380 -1.908 -0.014 -0.101 0.088 0.07
F 3.428 1.948 -2.344 1.895 -1.022 -1.319 -0.46
C 7.319 1.898 -6.200 -0.023 -0.325 -0.294 -0.16
H 0.978 -1.617 -0.799 0.194 0.127 0.061 0.16
H -3.812 -1.440 -0.074 -0.081 0.093 -0.134 0.12
C 0.369 -0.897 -1.344 -0.123 0.597 -0.545 -0.25
H 0.712 3.179 -2.016 -0.457 0.148 0.499 0.01
H -1.276 -0.111 -4.000 -0.046 0.081 -0.010 0.18
H 2.533 2.752 -1.853 -0.504 -0.565 0.583 -0.10
C 2.351 1.121 0.297 -0.508 -0.203 0.183 -0.18
C -2.260 -0.802 1.261 -0.263 -0.820 0.172 -0.32
C 1.034 0.459 -1.751 -1.011 0.087 0.300 -0.15
Mg 2.270 4.264 -3.035 0.562 0.613 -0.528 0.68
F -2.577 4.757 -0.470 -0.033 -0.099 0.034 0.07
H 1.989 0.319 -2.286 -0.044 0.162 0.000 0.17
H -5.097 0.656 -0.223 -0.030 -0.109 0.002 0.13
C 0.221 -4.302 6.236 -0.125 -0.077 0.114 -0.03
O 4.446 1.032 -4.818 -0.259 0.021 -0.077 -0.19
C -3.677 -0.640 0.662 0.191 0.404 0.275 -0.15
H -1.774 -2.289 -0.220 -0.033 0.006 -0.085 0.14
H -3.242 1.684 1.920 0.000 0.055 0.048 0.07
H 7.196 0.925 -6.679 -0.001 0.021 -0.035 0.14
C -2.372 -1.796 2.440 -0.378 -0.043 -0.672 -0.06
C -1.280 -1.451 0.289 0.019 0.168 0.160 -0.18
F -1.031 4.880 -2.159 0.357 -0.297 -0.214 0.02
C -4.053 0.731 0.095 0.009 0.140 -0.214 -0.41
H 0.754 0.214 1.482 -0.019 0.041 0.176 0.06
H 0.952 -1.641 -3.232 -0.222 -0.206 -0.430 0.14
Br -5.288 -3.909 5.682 0.057 -0.201 0.397 0.43
C -2.304 -5.002 5.273 0.142 -0.698 -0.582 -0.22
S 5.219 2.205 -4.886 0.358 -0.622 -0.115 0.55
C 1.522 2.859 -1.349 -0.882 1.261 1.175 -0.21
H 2.712 2.028 0.779 0.094 0.070 -0.095 0.11
H -3.730 2.040 -1.588 -0.004 0.048 0.035 0.09
C -2.049 -4.902 6.647 -0.128 -0.498 -0.065 -0.16
H -1.424 -2.297 2.635 0.042 0.152 0.377 0.06
H -0.627 -4.492 8.200 -0.091 -0.021 0.019 0.12
F -3.126 5.774 -2.461 -0.050 -0.037 -0.050 0.09
Li 4.779 5.333 -4.328 -0.616 -0.592 0.438 0.46
C 0.003 -4.378 4.857 -0.207 -0.018 0.010 -0.05
C 1.232 1.524 -0.681 0.536 0.130 0.314 -0.31
C -0.011 0.871 -2.748 0.238 -0.201 -0.348 0.09
H -0.347 1.864 -3.019 0.078 0.083 0.038 0.16
C -0.001 -1.398 -2.758 0.093 -0.153 0.720 -0.04
H 1.623 3.597 -0.549 -0.495 0.283 -0.042 0.10
O 5.046 3.283 -3.965 0.394 0.665 -0.500 -0.43
```
Forces are in eV/Å.

---

No. 3
Entry from the OMol25 dataset: a single C4H8N2O molecule (wB97M-V/def2-TZVPD).

As for the SMILES: NC(=O)CN1CC1.

```
15
Properties=species:S:1:pos:R:3:forces:R:3:lowdin_charge:R:1
H -1.790 0.834 -0.464 0.114 0.096 0.140 0.09
O -0.063 2.355 1.716 -0.184 -0.047 -0.215 0.04
N -0.157 -0.655 -0.204 -0.468 0.087 0.078 -0.17
H 1.519 -2.053 0.146 -0.596 0.156 -0.006 0.11
C 0.237 0.134 0.924 0.159 0.114 0.176 -0.14
H 1.574 -0.080 -1.349 -0.041 -0.308 -0.066 0.11
H 1.324 0.279 0.978 -0.039 0.156 0.071 0.13
C 0.599 -1.849 -0.425 0.385 -0.192 -0.033 -0.14
C 0.678 -0.703 -1.383 0.087 -0.041 -0.129 -0.12
H -0.068 -0.414 1.827 0.083 0.213 -0.090 0.14
H 0.188 -0.764 -2.354 -0.016 0.154 0.286 0.10
H -2.015 2.476 0.104 0.066 -0.086 0.028 0.11
C -0.445 1.485 0.954 0.046 0.214 0.172 -0.54
H -0.088 -2.662 -0.567 0.388 -0.631 -0.475 0.10
N -1.491 1.616 0.099 0.016 0.116 0.064 0.17
```
Forces are in eV/Å.

---

Number 1: HOMO level -8.3 eV, Kohn-Sham gap 0.3098 hartree. Number 2: HOMO level -5.9 eV, Kohn-Sham gap 0.0408 hartree. Number 3: HOMO level -9.5 eV, Kohn-Sham gap 0.3876 hartree.